Molecular formula: C25H54O18P
Method: DFT, ωB97M-V/def2-TZVPD

The geometry in XYZ format:
```
98
C25H54O18P (ωB97M-V/def2-TZVPD)
C -1.0489 -0.2771 -1.8733
C -1.8337 0.6328 -2.9833
O -2.4009 -0.0929 -4.1229
C -3.3510 -1.1379 -3.7412
C -4.3691 -0.7735 -2.5150
C -5.4804 -1.9278 -2.0375
O -6.7752 -1.1948 -1.9572
P -6.4970 0.5411 -1.9607
O -5.0752 0.4261 -2.9913
H -1.3448 -1.4063 -1.8367
H -1.3051 0.1812 -0.8057
H 0.1328 -0.2465 -1.9918
H -2.6013 1.3729 -2.4459
H -1.0087 1.3648 -3.4431
H -4.0330 -1.3558 -4.6939
H -2.7509 -2.1303 -3.5430
H -3.8762 -0.5196 -1.4663
H -5.2397 -2.0696 -0.8786
H -5.4550 -2.9690 -2.5771
H -7.5824 0.6312 -1.0172
H -7.4664 0.5759 -3.0618
H -6.3270 1.9825 -2.1679
H -5.6335 0.5755 -0.7782
C -0.6835 -3.9818 2.9869
C -1.7285 -3.0793 3.6198
O -2.7656 -2.7646 2.6827
C -3.6884 -3.7365 2.4785
O -3.7121 -4.8308 3.0229
O -4.5656 -3.2973 1.5425
C -5.5366 -4.2682 1.1601
H -0.3041 -3.5408 2.0592
H 0.1535 -4.1450 3.6717
H -1.1068 -4.9563 2.7244
H -1.2617 -2.1316 3.9072
H -2.1476 -3.5219 4.5309
H -6.0585 -4.6755 2.0321
H -5.0566 -5.0682 0.5883
H -6.2733 -3.7775 0.5178
C 6.2758 -1.5006 2.6679
C 5.7756 -2.3753 3.8044
O 4.3483 -2.3079 3.9098
C 3.6565 -3.0414 3.0037
O 4.1402 -3.7466 2.1300
O 2.3329 -2.8352 3.2140
C 1.4897 -3.4750 2.2593
H 5.9015 -0.4772 2.7754
H 7.3691 -1.4793 2.6476
H 5.9220 -1.8672 1.6993
H 6.1818 -2.0052 4.7514
H 6.1096 -3.4135 3.6938
H 1.7165 -4.5431 2.1791
H 1.5909 -2.9843 1.2866
H 0.4543 -3.3685 2.5949
C -0.3114 6.3201 1.1110
C 0.2542 5.5304 -0.0567
O -0.6002 4.4294 -0.3894
C -1.7105 4.7411 -1.1020
O -2.0301 5.8581 -1.4827
O -2.4228 3.6036 -1.2948
C -3.6722 3.8084 -1.9498
H -0.5119 5.6604 1.9616
H 0.3861 7.1023 1.4239
H -1.2619 6.7940 0.8468
H 1.2224 5.1062 0.2287
H 0.4265 6.1682 -0.9314
H -3.5457 4.3605 -2.8868
H -4.3602 4.3345 -1.2811
H -4.0980 2.8287 -2.1839
C 0.6699 0.7844 -6.5359
C -0.0338 -0.5274 -6.2341
O 0.4623 -1.5773 -7.0733
C 1.6582 -2.1036 -6.7118
O 2.3279 -1.7691 -5.7453
O 1.9993 -3.0460 -7.6250
C 3.2908 -3.6119 -7.4164
H 0.6038 1.0208 -7.6030
H 0.2265 1.6030 -5.9619
H 1.7347 0.7298 -6.2889
H -1.1016 -0.4237 -6.4528
H 0.0538 -0.8000 -5.1759
H 3.3998 -3.9917 -6.3953
H 4.0623 -2.8678 -7.6364
H 3.4106 -4.4500 -8.1086
C 5.0892 5.6267 5.4467
C 5.9956 4.6116 6.1211
O 5.2402 3.4928 6.6012
C 4.8742 2.5846 5.6637
O 5.1379 2.6367 4.4711
O 4.1384 1.6217 6.2718
C 3.6037 0.6508 5.3755
H 4.2708 5.9164 6.1141
H 5.6517 6.5212 5.1644
H 4.6301 5.2114 4.5442
H 6.4692 5.0731 6.9938
H 6.8004 4.2811 5.4543
H 4.3867 0.2137 4.7473
H 2.8221 1.1051 4.7590
H 3.1544 -0.1497 5.9700
```

Output
HOMO-LUMO gap ... 5.70 eV
LUMO ... 1.8 eV
Electronic energy ... -2680.408990 Ha
Charge ... -1

***

Molecular formula: C25H55F4N2O6
Method: DFT, ωB97M-V/def2-TZVPD

The geometry in XYZ format:
```
92
C25H55F4N2O6 (ωB97M-V/def2-TZVPD)
C 0.6608 -4.3500 2.7521
C 1.4398 -4.1734 1.8432
C 2.2751 -3.8679 0.5475
C 3.4903 -2.9424 1.0688
O 2.8366 -1.9307 1.8794
C 2.0656 -1.0351 1.0462
C 3.0912 0.0292 0.4326
C 2.3979 1.3317 -0.1622
C 3.2236 1.8672 -1.4379
C 1.0913 -1.7038 -0.0117
C -0.3947 -1.7119 0.6065
C -1.0853 -0.2831 0.5863
C -2.2489 -0.1742 -0.5238
C -3.6878 -0.4494 0.1150
N -3.8750 -1.8820 0.4824
N 1.4788 -3.1067 -0.4595
C 2.0292 -3.0305 -1.8330
F 2.9763 -2.0407 -2.0269
F 0.9564 -2.6984 -2.6896
C 2.6233 -4.3672 -2.4276
F 1.7075 -5.4339 -2.2681
F 2.9867 -4.2701 -3.7547
H -0.0439 -4.3312 3.6225
H 2.6601 -4.8719 0.2255
H 4.0986 -2.5034 0.2278
H 4.1628 -3.5928 1.7118
H 1.4111 -0.4323 1.7557
H 3.8384 -0.4235 -0.2827
H 3.7070 0.3818 1.3236
H 1.3401 1.1865 -0.5161
H 2.5005 2.1516 0.6183
H 3.6735 2.8919 -1.2518
H 4.0010 1.1232 -1.7854
H 2.4952 2.0286 -2.3000
H 1.0195 -0.9729 -0.8806
H -1.0867 -2.4219 0.0519
H -0.3539 -2.0584 1.6769
H -1.6372 -0.1862 1.5779
H -0.3703 0.5880 0.5535
H -2.0211 -0.8846 -1.3744
H -2.2807 0.9114 -0.8504
H -3.8694 0.2473 0.9974
H -4.4724 -0.1663 -0.6676
H -4.8468 -1.9575 0.8004
H -3.7316 -2.4150 -0.3787
H 0.5680 -3.6107 -0.5492
H 3.5465 -4.6900 -1.8458
C 5.4000 0.7911 4.0740
C 5.9934 -0.6023 3.9933
O 4.9596 -1.5814 3.9757
H 4.7864 0.8943 4.9716
H 6.1853 1.5500 4.0946
H 4.7476 0.9844 3.2174
H 6.6259 -0.7984 4.8601
H 6.6016 -0.7159 3.0893
H 4.4065 -1.4118 3.2017
C -1.1046 3.9630 2.9769
C -1.0286 3.8950 1.4642
O -2.0142 2.9988 0.9579
H -0.9535 2.9725 3.4130
H -0.3490 4.6428 3.3760
H -2.0911 4.3066 3.2994
H -0.0495 3.5310 1.1467
H -1.1901 4.8824 1.0211
H -2.8783 3.3300 1.2331
C 7.5857 3.1863 -1.4648
C 6.4160 3.8371 -0.7531
O 5.8565 2.9404 0.2036
H 7.2662 2.2707 -1.9682
H 8.0182 3.8627 -2.2047
H 8.3639 2.9034 -0.7506
H 5.6326 4.0984 -1.4664
H 6.7318 4.7492 -0.2377
H 6.5513 2.7204 0.8369
C -8.0774 -1.7734 -2.8636
C -6.5787 -1.5605 -2.8267
O -6.0169 -2.1801 -1.6699
H -8.5449 -1.3602 -1.9683
H -8.5166 -1.2980 -3.7410
H -8.3159 -2.8414 -2.8849
H -6.3458 -0.4953 -2.7835
H -6.1026 -1.9828 -3.7176
H -6.2186 -3.1231 -1.7184
C -8.7843 3.2524 -1.6513
C -7.9459 2.0506 -2.0409
O -8.7011 1.1632 -2.8590
H -9.6802 2.9356 -1.1130
H -8.2158 3.9369 -1.0179
H -9.1203 3.7937 -2.5399
H -7.6305 1.5005 -1.1522
H -7.0511 2.3613 -2.5909
H -8.9698 1.6513 -3.6476
```

Output
HOMO-LUMO gap ... 8.92 eV
LUMO ... -2.2 eV
Electronic energy ... -1945.492640 Ha
Charge ... +1